{
  "formula": "CH5NO",
  "method": "the ωB97M-V functional and the def2-TZVPD basis",
  "e_lumo_ev": 1.001,
  "de_lowest_kcal_mol": 1.4,
  "homo_ev": -9.783,
  "total_charge": 0,
  "smiles": "NCO",
  "symbols": ["N", "C", "O", "H", "H", "H", "H", "H"],
  "xyz": [[-1.0497, 0.0118, 0.6441], [0.2698, 0.3782, 0.2373], [0.7235, -0.4432, -0.8303], [-1.6842, 0.1299, -0.1206], [-1.1533, -0.8921, 1.0305], [0.2373, 1.4472, 0.0023], [0.9937, 0.3257, 1.0627], [1.4163, 0.0070, -1.3625]],
  "atomic_forces_ev_per_a": [[0.460, 1.123, 0.042], [0.138, 0.301, 0.636], [0.641, 0.385, -0.899], [-0.361, -0.022, -0.286], [0.168, -0.973, 0.285], [0.013, -0.113, -0.571], [-0.367, -0.357, 0.118], [-0.692, -0.344, 0.675]]
}